ORCA calculation (ωB97M-V/def2-TZVPD) on a structure of composition C29H25Cl6GeN4O4SiTc.

Geometry as XYZ:
```
71
C29H25Cl6GeN4O4SiTc ωB97M-V/def2-TZVPD
C -2.288 -1.730 -4.471
H -2.996 3.980 -2.805
O 0.252 -0.767 1.005
C -2.059 -0.367 -4.360
C -0.193 -1.224 2.123
H 2.469 -1.441 1.653
O -1.401 2.697 3.132
Ge 1.718 -1.699 -2.039
C -0.880 2.199 2.157
Si -2.993 -0.373 0.389
H -2.649 -2.158 -5.399
N -1.426 1.989 0.915
C 1.341 2.015 3.317
Tc -0.771 0.515 -0.336
O -1.351 -1.183 2.513
C 0.604 1.938 2.146
C 3.179 -2.364 3.464
Cl -3.910 0.453 2.051
Cl -4.597 6.106 -1.901
C -2.041 -2.529 -3.370
C 1.308 -3.262 -0.920
H 1.211 -3.229 6.090
H -2.999 3.917 2.141
Cl -3.356 -2.431 0.537
H 3.937 -1.403 -0.770
Cl -4.421 0.147 -1.086
O -1.739 2.416 -3.870
C 0.516 -2.314 4.265
H 0.256 -3.545 -0.884
C 3.679 -1.495 -1.831
C 1.488 -2.059 -3.962
Cl 4.019 -3.512 5.766
H 1.875 -3.053 -4.207
H 3.332 2.019 4.127
H 4.380 1.886 1.856
N -1.391 -0.628 -2.075
C -3.698 4.898 0.372
C -1.574 -1.946 -2.205
C 2.720 1.971 3.234
H 1.622 -3.035 0.099
H 2.918 1.685 -0.123
H -0.528 -2.278 4.551
H -2.234 0.332 -5.168
H 4.030 -0.597 -2.347
C -2.262 2.987 -1.046
H 2.072 -1.321 -4.521
H -2.201 -3.599 -3.394
H 1.793 0.272 -0.780
H 4.217 -2.357 -2.238
H 1.091 0.741 -2.327
C -2.242 2.993 0.359
C -1.606 1.639 -2.939
N 1.154 1.780 0.940
C -3.701 4.908 -1.015
H 0.810 2.122 4.254
C 1.477 -2.839 5.115
C -1.633 0.147 -3.151
H 0.455 -1.998 -4.299
C -2.979 3.937 1.065
Cl -4.600 6.072 1.281
C 0.871 -1.815 3.018
C 2.800 -2.857 4.702
C 2.486 1.778 0.868
N -1.597 1.884 -1.607
C 0.989 0.049 -1.481
C -2.990 3.957 -1.728
C 3.305 1.883 1.979
H 1.885 -4.122 -1.277
C 2.204 -1.842 2.625
H 4.220 -2.391 3.166
H -1.376 -2.552 -1.337
```

spin multiplicity = 2
total charge = -1
ΔE to the lowest compared entry with this formula, charge and spin = 20.7 kcal per mole
<S²> = 0.76
orbital gap (spin up / spin down) = 6.9 / 6.9 eV
energy = -6848.81005 Eh
HOMO (spin up / spin down) = -4.8 / -5.2 eV

ORCA calculation (ωB97M-V/def2-TZVPD) on a structure of composition C29H25ClInPTe.

Geometry as XYZ:
```
58
C29H25ClInPTe ωB97M-V/def2-TZVPD
C 2.558 -0.998 -2.418
C 1.050 0.438 7.658
H -4.995 -1.401 -3.845
H 0.802 -2.712 0.643
C 0.784 -1.621 -3.951
C 1.280 3.269 -4.299
C 0.051 4.191 -2.427
C -1.059 -1.592 3.207
H 1.939 0.199 8.238
H 1.355 -2.920 -5.574
C 1.176 -1.902 2.708
C 3.467 -1.746 -3.162
H -3.875 -2.707 -2.039
H 1.825 3.402 -5.235
C -0.227 0.214 8.196
C -0.973 -2.039 1.852
H -0.258 -1.584 -4.265
C 0.420 1.796 -2.575
C 0.744 4.369 -3.629
C 1.179 0.985 6.368
Cl 2.365 0.758 0.770
H -1.973 -1.405 3.771
C -2.149 -1.420 -1.976
H 2.158 1.183 5.922
H -1.649 -1.996 -1.195
P 0.117 0.157 -1.794
C -1.381 0.505 7.455
H -1.687 1.349 -3.930
H -0.375 5.049 -1.905
C 1.698 -2.381 -4.690
H -0.618 2.768 -0.944
H 1.560 1.131 -4.294
H 4.514 -1.786 -2.858
H 0.868 5.371 -4.042
C -3.403 0.045 -4.004
Te -0.002 2.360 3.788
H -3.884 0.619 -4.797
H -2.141 1.311 5.570
C 0.014 1.319 5.637
H 2.254 -2.044 2.830
C 3.035 -2.443 -4.295
C -3.394 -1.820 -2.456
H 2.875 -0.468 -1.519
C 1.127 1.982 -3.770
H 0.514 -1.357 4.793
C -4.020 -1.087 -3.470
H -0.325 -0.180 9.204
C -0.098 2.913 -1.892
In 0.252 0.442 1.799
C -1.520 -0.277 -2.509
C -1.266 1.053 6.171
H 3.745 -3.038 -4.872
C -2.156 0.457 -3.517
H -2.371 0.324 7.871
H -1.812 -2.347 1.231
C 0.263 -1.546 3.744
C 1.211 -0.913 -2.819
C 0.411 -2.229 1.543
```

total charge = 0
ΔE to the lowest compared entry with this formula, charge and spin = 0.0 kcal per mole
orbital gap = 6.3 eV
energy = -2379.75276 Eh
HOMO = -7.9 eV

ORCA calculation (ωB97M-V/def2-TZVPD) on a structure of composition C29H26AuFN3O8Te.

Geometry as XYZ:
```
69
C29H26AuFN3O8Te ωB97M-V/def2-TZVPD
H -5.749 3.526 0.657
H -5.914 6.941 1.719
O -2.243 -1.480 -2.304
O -3.922 -1.678 -3.753
H -2.378 6.947 3.015
C 0.081 -0.586 -3.978
C -3.304 4.901 -1.213
C -4.285 4.812 -0.194
C -1.806 2.976 1.858
H -6.620 0.873 2.357
C 1.911 -1.723 -5.296
C -3.386 6.702 1.123
C 1.702 -0.798 -1.635
C -1.246 1.861 1.192
C -5.302 5.226 2.890
C 3.473 -1.959 -3.011
O -2.154 1.477 -3.289
C 1.441 -1.228 -4.084
C 0.541 3.419 1.430
H -2.450 6.256 0.802
N -3.856 5.465 3.190
H -0.728 -1.307 -3.878
H -7.067 2.043 0.211
H -5.910 5.639 3.694
C -3.378 -1.062 -2.885
H -0.155 0.096 -4.793
H -2.196 3.940 -2.745
H 3.508 -2.726 -6.305
O 0.839 1.325 0.197
C 2.226 -1.345 -2.938
Te 0.210 0.593 -2.220
C -3.891 0.233 -2.302
O -0.879 5.052 2.593
N -5.382 1.329 -0.791
H -3.692 5.426 4.194
H 4.900 -2.935 -4.270
F -2.700 6.085 -1.418
H -4.049 7.546 3.036
O -2.984 3.171 2.230
C 3.930 -2.459 -4.217
C 0.129 2.081 0.868
Au -1.790 -0.300 -0.769
C -3.644 2.620 -1.848
H -5.310 -0.052 1.623
H -3.305 4.633 2.781
H -7.048 0.327 -0.087
C -5.830 0.907 1.607
C -3.386 6.771 2.651
C -4.969 0.242 -1.458
H -6.503 5.425 1.093
C -3.175 1.456 -2.575
C -5.637 5.899 1.550
H 4.085 -2.041 -2.121
H -5.531 -0.666 -1.272
H 2.436 -0.246 -1.053
H 1.248 -1.552 -0.993
H -5.101 1.672 1.881
H 1.303 -1.627 -6.187
C -6.428 1.163 0.231
C 3.148 -2.341 -5.361
H -3.429 7.715 0.718
C -2.970 3.843 -1.995
C -4.697 2.534 -0.929
O -1.910 0.781 0.876
C -0.721 3.977 2.061
C -5.004 3.630 -0.114
N -4.509 5.887 0.645
H -5.436 4.146 2.860
O 1.620 3.934 1.370
```

total charge = +1
orbital gap (spin up / spin down) = 5.2 / 5.2 eV
energy = -2390.18647 Eh
HOMO (spin up / spin down) = -10.7 / -10.7 eV

ORCA calculation (ωB97M-V/def2-TZVPD) on a structure of composition C29H26BBrIN8O2Zr.

Geometry as XYZ:
```
69
C29H26BBrIN8O2Zr ωB97M-V/def2-TZVPD
C 2.101 -4.834 2.405
H 1.337 -1.575 3.148
N -2.068 0.470 -2.165
C -2.833 1.012 3.883
H 2.915 2.488 -3.823
C -2.619 2.624 -1.934
I 3.948 -0.508 1.218
H -3.134 3.527 -2.053
C 2.032 2.023 -1.848
C -0.069 3.751 2.315
H 4.761 1.348 -3.696
C -1.894 1.964 3.244
H -1.419 2.490 0.082
H -2.406 0.289 4.619
H -2.426 -1.172 -3.714
N -1.869 3.217 3.764
C 4.389 0.509 -1.659
C -1.059 4.127 3.233
H -2.696 -2.957 1.527
C 3.526 0.557 -0.566
N -2.627 -1.818 -1.504
C 4.125 1.158 -2.856
N 1.291 1.103 0.281
C 1.346 -2.513 2.599
C 0.649 4.943 1.574
H -3.388 0.365 3.172
O -0.907 0.280 1.869
H 1.547 -5.954 0.739
C 2.322 1.312 -0.741
C -2.758 1.456 -2.692
H 2.212 -3.155 -3.778
H 1.168 2.697 -1.898
C 0.014 2.428 1.912
C 1.118 2.164 0.947
C -3.718 -3.491 -0.425
H 5.304 -0.113 -1.607
H 2.610 -3.486 4.063
C 1.487 -2.527 -3.245
H 1.752 4.751 1.520
C 0.230 -2.157 -3.688
N -0.365 -1.387 -2.733
H -3.278 1.218 -3.573
Zr -0.193 -0.760 0.377
N 0.464 -1.349 -1.669
B -1.907 -0.974 -2.638
H -4.527 -4.206 -0.244
C -3.513 -2.815 -1.666
H -0.339 -2.457 -4.525
C 0.780 -3.780 0.705
C 2.984 1.937 -2.940
C -0.942 1.526 2.288
H -3.941 -2.886 -2.645
H -1.198 5.144 3.508
H -3.517 1.589 4.427
N -2.127 -1.824 -0.218
H 0.486 5.866 2.193
Br 3.193 -6.228 2.983
C -2.875 -2.812 0.417
H 2.394 -2.005 -1.238
C 2.053 -3.594 3.121
N -1.435 0.861 -1.063
H 0.334 -4.105 -0.226
H -0.783 5.448 0.323
C 0.732 -2.556 1.317
C 1.469 -4.938 1.237
C -1.809 2.144 -0.840
H 1.826 2.943 0.745
O 0.163 5.246 0.288
C 1.577 -2.035 -1.933
```

total charge = +1
ΔE to the lowest compared entry with this formula, charge and spin = 44.8 kcal per mole
orbital gap = 7.5 eV
energy = -4652.75334 Eh
HOMO = -11.2 eV

Which of these has the lowest total charge? C29H25Cl6GeN4O4SiTc